# 1
C53H51FMnN5O2S as an isolated structure, computed with ωB97M-V/def2-TZVPD.

```
! RIJCOSX wB97M-V def2-TZVPD def2/J DEFGRID3
* xyz 3 2
Mn -0.573 -0.297 -0.483
S 3.756 0.136 -0.537
F 5.997 0.104 5.560
O -0.721 -1.355 0.737
O -0.676 0.896 -1.574
N -0.479 -1.731 -1.864
N 6.364 0.256 -0.599
N -0.875 1.228 1.016
N -1.595 -3.217 -3.458
N 5.589 -1.876 -0.320
C -4.028 -3.659 -4.903
C 5.238 -0.074 4.482
C -0.745 3.027 -0.713
C 1.312 2.813 -4.668
C -5.534 -1.623 2.096
C -2.518 -4.292 -2.995
C 3.964 0.855 2.699
C -0.684 4.053 -5.167
C -1.229 2.211 -1.906
C 0.615 3.691 -5.487
C 4.149 -5.191 0.386
C -2.278 2.947 2.713
C 5.354 -0.590 -0.478
C -0.590 2.678 -3.198
C -5.479 1.619 -2.209
C -0.989 -4.116 1.740
C -4.594 0.695 -2.754
C 0.842 -4.338 3.811
C 4.959 -4.067 0.436
C -3.938 -3.935 -3.401
C -0.619 -2.981 2.462
C -0.723 -0.457 2.853
C -4.988 2.747 -1.571
C 0.309 -3.094 3.492
C -1.917 1.682 3.129
C -3.474 -1.099 0.974
C -1.622 -2.927 -4.920
C 3.079 -5.236 -0.497
C -3.227 0.899 -2.653
C 2.961 -0.644 0.930
C -3.040 -2.571 -5.331
C 4.994 -1.358 4.039
C -3.617 2.947 -1.460
C 0.466 -5.463 3.095
C 4.228 -1.526 2.892
C -1.027 -2.422 -2.626
C -1.292 3.544 -4.027
C 4.685 -2.994 -0.398
C 4.722 1.042 3.841
C -1.886 3.355 1.457
C -4.863 -1.073 1.014
C -2.749 -1.677 2.011
C 3.641 -3.031 -1.305
C -1.231 -1.657 2.065
C -2.730 2.023 -1.996
C -0.449 -5.350 2.053
C -1.206 0.852 2.286
C -1.198 2.493 0.622
C 0.713 2.311 -3.522
C -3.427 -2.233 3.091
C -4.813 -2.204 3.132
C 2.834 -4.160 -1.342
C 3.717 -0.427 2.209
H 0.347 3.029 -0.752
H 0.610 -2.235 4.076
H -0.753 -6.230 1.502
H 5.802 -4.031 1.116
H -2.191 -5.212 -3.481
H -4.259 -3.053 -2.836
H 1.268 1.630 -2.887
H 2.026 -4.206 -2.060
H 1.542 -4.426 4.632
H -2.875 -2.699 3.899
H 4.923 2.026 4.241
H 4.364 -6.033 1.029
H -2.166 1.333 4.122
H -2.835 3.608 3.363
H -1.231 4.731 -5.807
H 2.324 2.527 -4.920
H 4.017 -2.528 2.534
H -4.974 -0.174 -3.277
H 6.188 1.249 -0.596
H -3.260 3.845 -0.975
H 3.566 1.722 2.181
H 3.472 -2.215 -1.994
H 2.453 -6.116 -0.542
H -2.103 4.356 1.111
H -5.414 -0.617 0.201
H -0.908 -2.134 -5.131
H -3.061 -2.434 -6.413
H -2.542 0.196 -3.116
H -2.403 -4.410 -1.920
H -1.287 -3.836 -5.421
H -6.615 -1.601 2.133
H -1.068 4.059 -0.833
H -6.546 1.469 -2.298
H -2.992 -0.654 0.108
H 1.992 -0.134 0.952
H 7.322 -0.050 -0.701
H -5.331 -2.641 3.975
H 1.085 4.092 -6.375
H -2.312 3.822 -3.795
H -3.819 -4.579 -5.457
H -5.670 3.479 -1.161
H 2.800 -1.699 0.715
H 6.551 -2.134 -0.126
H -5.042 -3.358 -5.162
H -3.316 -1.613 -4.876
H 5.397 -2.198 4.588
H 0.872 -6.431 3.357
H -1.725 -4.030 0.949
H -4.594 -4.760 -3.121
H 0.370 -0.459 2.857
H -1.067 -0.550 3.881
*
```

## Properties
Kohn-Sham gap (alpha / beta) = 0.1848 / 0.2277 Ha



# 2
C39H32BrF4MnPS3 as an isolated structure, computed with ωB97M-V/def2-TZVPD.

```
! RIJCOSX wB97M-V def2-TZVPD def2/J DEFGRID3
* xyz 2 2
Br -1.758 -2.163 1.524
Mn -1.234 -1.095 -0.681
S -3.505 -1.248 -1.397
S -0.761 -0.137 -2.712
S -0.917 -3.210 -1.637
P -1.574 0.940 0.432
F -0.767 -2.367 4.307
F -0.680 2.815 2.771
F 0.110 -0.453 5.983
F 0.138 2.133 5.192
C -3.683 -3.024 -1.674
C 4.991 0.549 3.403
C -3.509 -0.566 -3.080
C -0.402 4.800 -0.275
C -6.050 1.985 0.590
C -0.486 -1.548 -3.826
C 3.748 -3.048 -0.661
C -3.882 2.276 -0.405
C -0.649 2.407 -0.092
C 0.577 2.243 -0.737
C -1.128 -0.750 2.625
C 3.517 -0.067 1.595
C 1.310 3.351 -1.143
C 5.408 -1.294 -0.426
C 3.066 1.919 2.888
C 4.661 -0.310 2.372
C -0.283 1.192 4.366
C 6.312 -2.064 -1.136
C 2.714 1.052 1.876
C -5.491 1.173 1.565
C 4.667 -3.824 -1.338
C -0.293 -0.127 4.774
C -5.242 2.542 -0.393
C 0.065 -2.740 -3.072
C -4.128 0.908 1.555
C 4.117 -1.783 -0.183
C 4.202 1.665 3.654
C -0.701 1.524 3.085
C 3.141 -0.971 0.529
C -1.128 3.699 0.142
C -0.736 -1.107 3.896
C -2.510 -3.684 -2.383
C 5.945 -3.328 -1.579
C 0.818 4.627 -0.919
C -3.313 1.451 0.567
C -2.385 0.442 -3.262
C 0.628 -1.097 -0.162
C -1.108 0.567 2.168
C 1.816 -1.079 0.169
H -2.064 3.847 0.663
H -3.710 0.276 2.329
H 1.845 1.249 1.257
H 2.755 -3.427 -0.449
H -7.110 2.200 0.605
H -5.669 3.203 -1.136
H 5.862 0.351 4.013
H 5.255 -1.196 2.196
H 4.472 2.344 4.453
H 2.260 3.213 -1.643
H 1.047 -2.509 -2.654
H -2.483 -3.442 -3.445
H -0.785 5.795 -0.092
H 1.385 5.491 -1.241
H -3.443 -1.389 -3.789
H 2.475 2.805 3.082
H 0.233 -1.241 -4.587
H -4.468 -0.075 -3.244
H -2.562 1.331 -2.662
H 5.681 -0.302 -0.095
H -2.325 0.765 -4.302
H 6.661 -3.936 -2.118
H -3.261 2.758 -1.151
H 4.400 -4.817 -1.676
H -3.805 -3.428 -0.668
H 7.302 -1.681 -1.342
H -1.415 -1.783 -4.342
H -2.602 -4.766 -2.302
H -4.617 -3.213 -2.202
H 0.968 1.254 -0.926
H 0.184 -3.602 -3.728
H -6.114 0.750 2.342
*
```

## Properties
energy above the lowest of the compared OMol25 structures with the same formula, charge and spin = 0.0 kcal per mole
Kohn-Sham gap (alpha / beta) = 0.2591 / 0.2465 Ha



# 3
An isolated ion of composition C2H6N2O3P and charge -1 at a distorted geometry, computed with ωB97M-V/def2-TZVPD.

```
! RIJCOSX wB97M-V def2-TZVPD def2/J DEFGRID3
* xyz -1 1
P 1.686 -0.089 -0.040
O 1.069 -0.660 -1.299
O 2.122 1.490 -0.301
O 2.838 -0.908 0.438
N 0.640 0.197 1.340
N -1.070 1.507 -0.033
C -1.476 -0.979 -0.091
C -0.774 0.350 0.299
H -0.777 -1.547 -0.773
H -2.225 -0.529 -0.845
H -1.780 1.450 -0.769
H -1.921 -1.592 0.737
H 1.318 2.044 -0.352
H 0.349 -0.732 1.690
*
```

## Properties
energy above the lowest of the compared OMol25 structures with the same formula, charge and spin = 37.1 kcal per mole
Kohn-Sham gap = 0.3054 Ha
SMILES string = [H]/N=C(\C)N[P@](=O)([O-])O



# 4
A 2-piece molecular cluster, C4H5O2S overall at a distorted geometry, computed with ωB97M-V/def2-TZVPD.

```
! RIJCOSX wB97M-V def2-TZVPD def2/J DEFGRID3
* xyz -1 1
S 3.689 -1.093 -2.482
O 3.396 0.356 -1.683
O 5.120 -1.275 -2.846
C 0.696 -0.136 -0.624
C 1.458 -1.401 -0.453
C -0.706 -0.145 0.004
C 3.493 -0.723 -0.765
H -1.215 -1.080 -0.231
H -0.623 -0.065 1.089
H 1.244 0.761 -0.310
H -1.317 0.682 -0.368
H 0.608 -0.074 -1.722
*
```

## Properties
energy above the lowest of the compared OMol25 structures with the same formula, charge and spin = 186.6 kcal per mole
Kohn-Sham gap (alpha / beta) = 0.2373 / 0.2380 Ha



# 5
A 2-piece molecular cluster, C2H2N5OS overall at a distorted geometry, computed with ωB97M-V/def2-TZVPD.

```
! RIJCOSX wB97M-V def2-TZVPD def2/J DEFGRID3
* xyz -1 1
S 1.786 2.207 1.310
O -3.432 -1.546 0.650
N 1.610 -1.444 -0.006
N 0.653 -0.883 -0.658
N -2.235 -0.391 -0.993
N 2.300 -0.548 0.673
N 0.587 0.440 -0.308
C 1.673 0.641 0.480
C -2.662 -1.013 -0.050
H -1.387 -0.224 -1.389
H 1.107 2.760 0.291
*
```

## Properties
energy above the lowest of the compared OMol25 structures with the same formula, charge and spin = 12.6 kcal per mole
Kohn-Sham gap = 0.2959 Ha



# 6
The molecule C5H7N at a distorted geometry, computed with ωB97M-V/def2-TZVPD.

```
! RIJCOSX wB97M-V def2-TZVPD def2/J DEFGRID3
* xyz 0 1
N 2.996 -0.437 0.828
C -1.295 0.332 0.199
C 0.712 -0.268 -0.441
C -0.042 1.085 -0.306
C 1.993 -0.369 0.254
C -0.492 -0.989 0.231
H -1.681 0.668 1.164
H -0.904 -1.815 -0.354
H -0.262 -1.349 1.236
H 0.403 1.758 0.431
H 0.858 -0.568 -1.482
H -2.124 0.321 -0.514
H -0.161 1.630 -1.246
*
```

## Properties
energy above the lowest of the compared OMol25 structures with the same formula, charge and spin = 22.2 kcal per mole
Kohn-Sham gap = 0.4453 Ha
SMILES string = N#CC1CCC1



# 7
A 14-piece molecular cluster, C6H38O14 overall at a distorted geometry, computed with ωB97M-V/def2-TZVPD.

```
! RIJCOSX wB97M-V def2-TZVPD def2/J DEFGRID3
* xyz -2 1
O 0.313 1.665 -4.097
O 1.774 -0.677 -3.262
O -1.179 -2.228 1.270
O 0.155 4.679 2.429
O 1.871 -0.816 2.729
O 0.637 0.753 5.038
O -1.007 -1.192 3.908
O 0.268 -3.103 -3.264
O -0.279 3.396 5.178
O 2.647 0.548 -0.799
O 1.805 -2.256 -0.718
O 0.510 -0.282 0.504
O 1.140 2.081 2.430
O 1.552 2.835 -1.981
C -1.052 0.353 -1.229
C -0.482 0.707 0.198
C -1.460 0.987 1.373
C -1.046 -2.663 -3.195
C -1.628 -3.224 -4.445
C -1.791 -3.237 -1.975
H 3.385 0.511 -0.185
H -0.170 3.870 4.334
H 1.215 -1.596 -0.348
H 2.059 -0.533 -2.366
H 1.122 1.131 4.357
H 0.203 0.014 4.600
H 0.483 1.455 1.987
H 0.149 1.547 -0.051
H 0.249 4.882 1.494
H -1.602 1.194 -1.630
H -0.616 -1.459 1.109
H -2.589 -2.783 -4.524
H 2.038 1.781 2.196
H 1.006 2.254 -4.415
H -1.835 -0.408 -1.215
H -0.271 0.132 -1.894
H 1.342 3.532 -1.384
H -0.512 2.511 4.928
H -1.180 -1.547 3.057
H 0.205 2.029 -3.261
H -1.022 1.252 2.295
H -2.270 0.306 1.473
H -1.853 -0.935 4.279
H 2.816 -0.754 2.829
H 1.388 -3.104 -0.537
H 1.391 0.160 -3.484
H 1.617 -0.603 1.834
H -2.159 -4.299 -2.058
H -1.743 -4.283 -4.304
H -1.710 -2.390 0.456
H 0.296 3.708 2.409
H -1.045 -1.543 -3.161
H -1.041 -3.071 -5.342
H -1.099 -3.109 -1.202
H -2.552 -2.593 -1.651
H -1.846 1.989 1.003
H 1.887 0.405 -0.249
H 1.518 2.022 -1.475
*
```

## Properties
energy above the lowest of the compared OMol25 structures with the same formula, charge and spin = 19.3 kcal per mole
Kohn-Sham gap = 0.1296 Ha



# 8
The molecule C4H8N4 at a distorted geometry, computed with ωB97M-V/def2-TZVPD.

```
! RIJCOSX wB97M-V def2-TZVPD def2/J DEFGRID3
* xyz 0 1
N 0.737 0.283 -0.384
N 0.370 -0.864 1.558
N 0.005 0.871 -1.317
N -1.845 -1.621 2.143
C 0.511 2.307 -1.827
C 0.739 1.119 -2.638
C -0.493 -1.710 2.227
C -0.093 -0.322 0.297
H -1.200 0.010 0.146
H -0.202 3.122 -1.874
H 1.463 -1.380 1.398
H 0.034 -2.584 2.688
H -2.268 -2.506 2.753
H 1.507 2.602 -1.519
H 1.728 0.611 -2.511
H 0.089 1.082 -3.439
*
```

## Properties
energy above the lowest of the compared OMol25 structures with the same formula, charge and spin = 126.1 kcal per mole
Kohn-Sham gap = 0.3486 Ha
SMILES string = [H]/N=C/N/C=N/N1CC1



# 9
A 2-piece molecular cluster, C6H9N overall, computed with ωB97M-V/def2-TZVPD.

```
! RIJCOSX wB97M-V def2-TZVPD def2/J DEFGRID3
* xyz 0 1
N -0.709 0.056 1.137
C 0.292 -1.011 -0.663
C 0.241 2.253 0.740
C 0.769 -2.200 -1.431
C 0.039 0.986 0.364
C 0.617 0.290 -0.792
C -0.587 -1.068 0.519
H -0.056 2.596 1.723
H -0.063 -2.828 -1.765
H 1.348 -1.894 -2.306
H 0.701 2.981 0.082
H -2.043 1.571 1.924
H -2.125 2.311 1.932
H 1.413 -2.827 -0.801
H -1.121 -1.958 0.854
H 1.283 0.743 -1.517
*
```

## Properties
energy above the lowest of the compared OMol25 structures with the same formula, charge and spin = 55.7 kcal per mole
Kohn-Sham gap = 0.3326 Ha
SMILES string = C=C1C=C(C)C=N1.[H][H]



# 10
A 2-piece molecular cluster, C9H14N2O2 overall at a distorted geometry, computed with ωB97M-V/def2-TZVPD.

```
! RIJCOSX wB97M-V def2-TZVPD def2/J DEFGRID3
* xyz 0 1
O -1.122 2.218 -1.397
O -2.210 -2.061 -1.110
N -1.958 1.461 0.649
N -2.068 0.054 -1.384
C 1.961 0.535 -1.098
C -2.755 -0.800 0.836
C 1.301 -0.001 1.160
C -2.652 0.502 1.400
C -2.317 -1.102 -0.486
C 1.546 -0.868 -0.978
C -1.707 1.250 -0.750
C 1.604 -1.386 0.564
C 2.351 0.853 0.490
H 2.754 0.388 -1.967
H 2.688 -1.879 0.649
H -1.869 2.360 0.951
H -2.848 0.626 2.401
H 1.195 1.110 -1.531
H -1.671 -0.077 -2.188
H 0.632 -1.289 -1.489
H -3.194 -1.507 1.637
H 1.342 -0.144 2.187
H 2.340 -1.581 -1.492
H 0.756 -1.823 0.840
H 3.486 0.754 0.658
H 0.274 0.471 0.785
H 2.140 1.937 0.663
*
```

## Properties
energy above the lowest of the compared OMol25 structures with the same formula, charge and spin = 98.4 kcal per mole
Kohn-Sham gap = 0.3460 Ha
SMILES string = O=c1cc[nH]c(=O)[nH]1.C1CCCC1



# 11
A 13-piece molecular cluster, C21H72N14O13 overall at a distorted geometry, computed with ωB97M-V/def2-TZVPD.

```
! RIJCOSX wB97M-V def2-TZVPD def2/J DEFGRID3
* xyz 0 1
O 18.866 16.130 3.834
O 18.715 19.046 0.982
O 17.487 14.491 5.327
O 13.389 20.510 4.608
O 19.922 12.441 0.210
O 12.376 13.286 3.552
O 12.809 16.455 1.806
O 13.174 21.017 1.937
O 10.174 15.674 5.134
O 15.238 14.956 6.919
O 16.453 17.993 4.492
O 17.458 23.501 5.671
O 15.109 14.495 -0.927
N 11.151 18.583 3.162
N 14.437 16.883 7.691
N 15.946 16.375 3.048
N 19.055 13.977 1.542
N 20.402 12.667 2.362
N 13.386 14.833 4.799
N 11.864 14.590 1.012
N 14.406 12.925 4.232
N 16.085 20.682 2.922
N 14.503 17.822 3.604
N 16.692 12.579 -2.184
N 11.940 16.248 -0.198
N 15.083 15.354 9.120
N 16.199 20.642 5.857
C 15.712 17.449 3.733
C 15.161 13.655 0.271
C 9.296 18.607 4.780
C 20.057 18.720 1.200
C 18.128 22.260 5.318
C 13.336 13.723 4.145
C 19.790 13.003 1.282
C 14.879 15.685 7.853
C 16.719 20.003 1.836
C 16.795 24.103 4.546
C 12.262 15.782 0.940
C 10.598 17.948 4.311
C 9.214 14.592 4.894
C 10.338 16.479 3.982
C 15.067 11.981 -3.806
C 18.410 19.846 6.210
C 14.551 13.712 -1.968
C 17.520 21.066 6.154
C 16.524 20.737 0.542
C 18.200 19.828 2.069
C 15.567 13.135 -2.911
H 8.620 18.057 5.433
H 15.132 20.707 2.589
H 16.889 14.546 6.072
H 11.259 14.208 0.299
H 18.658 20.812 2.168
H 16.327 19.718 5.470
H 18.322 19.307 3.019
H 15.924 21.100 4.999
H 13.803 14.121 -2.648
H 12.433 16.950 -0.730
H 9.477 16.380 3.320
H 9.116 14.168 5.893
H 10.466 18.723 2.434
H 16.203 20.130 3.760
H 11.152 16.025 3.416
H 13.347 20.933 2.875
H 18.653 19.511 5.202
H 14.808 12.626 0.346
H 15.453 20.660 0.352
H 17.430 21.619 7.089
H 18.621 17.055 3.851
H 15.920 13.883 -3.621
H 12.138 14.043 1.816
H 11.373 15.672 -0.805
H 12.764 20.187 1.693
H 14.228 12.272 -4.438
H 14.239 17.196 6.751
H 20.418 18.030 0.437
H 14.679 15.925 9.849
H 17.397 13.591 5.013
H 17.059 20.372 -0.334
H 15.064 13.027 4.992
H 19.253 20.039 6.874
H 20.039 12.944 3.263
H 15.228 15.778 2.663
H 14.233 18.537 4.264
H 18.429 15.752 4.597
H 16.179 13.580 0.655
H 9.493 19.539 5.309
H 19.137 14.529 2.384
H 20.690 19.607 1.203
H 12.630 15.484 4.639
H 18.076 22.030 4.254
H 14.363 12.113 3.633
H 20.168 18.300 2.200
H 11.292 18.112 5.135
H 18.373 14.260 0.854
H 17.578 12.610 -2.667
H 8.643 18.797 3.928
H 16.107 23.375 4.118
H 16.836 21.766 0.721
H 16.408 11.622 -2.029
H 15.366 14.398 9.280
H 14.237 15.093 5.276
H 9.595 13.881 4.162
H 13.420 21.081 5.376
H 15.941 11.829 -4.440
H 8.201 14.881 4.613
H 16.828 15.902 3.186
H 13.866 12.934 -1.632
H 14.184 17.472 8.472
H 16.386 25.096 4.732
H 20.689 11.703 2.279
H 16.341 18.997 1.656
H 13.835 17.394 2.978
H 19.193 22.336 5.536
H 14.872 11.019 -3.334
H 14.598 14.151 1.062
H 12.560 20.039 4.692
H 17.570 24.433 3.854
H 17.795 19.042 6.614
H 11.704 17.800 2.843
*
```

## Properties
energy above the lowest of the compared OMol25 structures with the same formula, charge and spin = 0.0 kcal per mole
Kohn-Sham gap = 0.3126 Ha